{"formula": "C41H32NO24P", "method": "wB97M-V/def2-TZVPD", "symbols": ["C", "P", "O", "C", "C", "C", "C", "C", "O", "C", "C", "C", "C", "O", "N", "C", "O", "H", "H", "H", "H", "H", "H", "H", "H", "H", "H", "H", "H", "O", "C", "C", "C", "O", "C", "O", "C", "C", "O", "H", "H", "H", "H", "O", "C", "C", "C", "O", "C", "O", "C", "C", "O", "H", "H", "H", "H", "O", "C", "C", "C", "O", "C", "O", "C", "C", "O", "H", "H", "H", "H", "O", "C", "C", "C", "O", "C", "O", "C", "C", "O", "H", "H", "H", "H", "O", "C", "C", "C", "O", "C", "O", "C", "C", "O", "H", "H", "H", "H"], "coordinates": [[1.85, 1.47, 0.65], [3.32, 2.46, 0.06], [4.67, 1.48, 0.10], [3.47, 3.79, 1.34], [4.10, 3.55, 2.56], [4.19, 4.52, 3.54], [4.85, 4.38, 4.91], [5.32, 2.96, 5.29], [4.54, 2.47, 6.39], [3.63, 5.75, 3.22], [3.03, 6.00, 2.00], [2.93, 5.01, 1.04], [2.56, 7.44, 1.99], [1.85, 7.93, 1.15], [3.08, 8.05, 3.17], [3.58, 7.02, 4.04], [3.86, 7.18, 5.20], [1.53, 1.79, 1.64], [1.04, 1.62, -0.06], [2.14, 0.41, 0.68], [5.27, 1.72, 0.82], [4.53, 2.57, 2.73], [5.68, 5.08, 4.95], [4.14, 4.70, 5.67], [5.22, 2.21, 4.49], [6.37, 2.94, 5.60], [3.71, 2.15, 6.03], [2.44, 5.24, 0.10], [3.81, 8.69, 2.86], [-0.39, -5.85, 0.17], [-0.22, -4.65, 0.11], [-0.89, -3.71, 1.00], [-0.67, -2.39, 0.87], [-1.27, -1.50, 1.66], [0.25, -1.85, -0.17], [0.40, -0.64, -0.25], [0.94, -2.79, -1.04], [0.73, -4.10, -0.91], [1.33, -5.01, -1.68], [-1.56, -4.11, 1.74], [-0.94, -0.63, 1.36], [1.62, -2.39, -1.78], [1.00, -5.87, -1.38], [2.83, -5.20, 7.58], [2.44, -4.63, 6.59], [1.05, -4.22, 6.40], [0.68, -3.61, 5.27], [-0.57, -3.21, 5.05], [1.66, -3.33, 4.17], [1.25, -2.78, 3.16], [3.05, -3.71, 4.36], [3.42, -4.32, 5.50], [4.68, -4.69, 5.72], [0.36, -4.43, 7.20], [-0.58, -2.80, 4.16], [3.75, -3.48, 3.57], [4.68, -5.10, 6.60], [-1.80, -1.54, -1.71], [-2.86, -1.06, -2.08], [-4.14, -1.71, -1.86], [-5.27, -1.14, -2.31], [-6.46, -1.70, -2.14], [-5.25, 0.16, -3.05], [-6.30, 0.62, -3.46], [-3.96, 0.82, -3.25], [-2.84, 0.25, -2.79], [-1.64, 0.82, -2.95], [-4.14, -2.65, -1.33], [-7.10, -1.09, -2.56], [-3.96, 1.78, -3.77], [-1.00, 0.21, -2.53], [-1.69, 8.48, -5.29], [-2.09, 7.33, -5.18], [-2.39, 6.48, -6.33], [-2.84, 5.23, -6.14], [-3.13, 4.42, -7.16], [-3.04, 4.67, -4.77], [-3.46, 3.53, -4.66], [-2.71, 5.51, -3.62], [-2.26, 6.75, -3.81], [-1.95, 7.55, -2.79], [-2.24, 6.90, -7.31], [-3.43, 3.59, -6.75], [-2.85, 5.08, -2.64], [-1.66, 8.39, -3.19], [-2.97, -9.30, -4.91], [-3.02, -8.20, -4.38], [-2.67, -6.97, -5.08], [-2.73, -5.80, -4.44], [-2.42, -4.64, -5.04], [-3.14, -5.70, -3.00], [-3.16, -4.61, -2.47], [-3.51, -6.93, -2.31], [-3.46, -8.10, -2.95], [-3.79, -9.25, -2.36], [-2.37, -7.05, -6.12], [-2.54, -3.95, -4.36], [-3.82, -6.85, -1.28], [-3.66, -9.94, -3.04]], "e_lumo_ev": -1.663, "multiplicity": 1, "smiles": "CP(O)c1cc(CCO)c2c(c1)C(=O)NC2=O.O=C1C=C(O)C(=O)C=C1O.O=C1C=C(O)C(=O)C=C1O.O=C1C=C(O)C(=O)C=C1O.O=C1C=C(O)C(=O)C=C1O.O=C1C=C(O)C(=O)C=C1O", "orbital_gap_ha": 0.246, "de_lowest_kcal_mol": 0.00, "charge": 0}

{"formula": "C41H33Br2N3O3SSr", "method": "wB97M-V/def2-TZVPD", "symbols": ["Sr", "C", "C", "C", "C", "C", "C", "C", "C", "S", "C", "N", "C", "C", "C", "C", "C", "C", "C", "C", "H", "H", "H", "H", "H", "H", "H", "H", "H", "H", "H", "H", "H", "H", "H", "H", "O", "C", "C", "O", "O", "C", "C", "C", "C", "C", "C", "C", "C", "C", "C", "C", "C", "H", "H", "H", "H", "H", "H", "H", "H", "H", "H", "H", "Br", "C", "C", "C", "N", "C", "C", "C", "C", "C", "Br", "C", "C", "N", "H", "H", "H", "H", "H", "H"], "coordinates": [[-0.27, -0.15, -0.15], [-0.34, 6.01, -0.04], [-0.60, 5.89, -1.55], [-1.03, 7.25, -2.08], [0.70, 5.48, -2.26], [-1.66, 4.81, -1.78], [-2.90, 5.10, -2.37], [-3.90, 4.15, -2.49], [-3.65, 2.86, -2.04], [-4.69, 1.48, -1.94], [-3.39, 0.57, -1.19], [-2.28, 1.23, -1.07], [-2.40, 2.54, -1.49], [-1.41, 3.51, -1.36], [-3.61, -0.81, -0.72], [-4.87, -1.39, -0.93], [-5.13, -2.66, -0.46], [-4.13, -3.35, 0.21], [-2.88, -2.76, 0.39], [-2.55, -1.48, -0.06], [0.44, 6.76, 0.14], [-0.01, 5.07, 0.40], [-1.24, 6.33, 0.48], [-0.24, 7.98, -1.89], [-1.93, 7.61, -1.59], [-1.21, 7.23, -3.16], [1.46, 6.26, -2.13], [0.53, 5.34, -3.33], [1.10, 4.56, -1.85], [-3.12, 6.10, -2.71], [-4.86, 4.41, -2.92], [-0.50, 3.25, -0.85], [-5.65, -0.84, -1.44], [-6.11, -3.10, -0.61], [-4.33, -4.34, 0.60], [-2.14, -3.35, 0.92], [-0.18, -0.88, 2.30], [-0.20, 0.19, 3.28], [0.18, 1.53, 2.56], [0.35, 2.53, 3.25], [0.25, 1.47, 1.29], [-1.61, 0.25, 3.87], [-2.29, 1.44, 4.12], [-3.57, 1.41, 4.64], [-4.20, 0.21, 4.93], [-3.52, -0.98, 4.71], [-2.24, -0.96, 4.19], [0.78, -0.17, 4.40], [1.14, 0.77, 5.36], [1.98, 0.42, 6.41], [2.47, -0.88, 6.51], [2.11, -1.82, 5.56], [1.27, -1.47, 4.51], [-1.08, -1.24, 2.22], [-1.81, 2.38, 3.89], [-4.09, 2.35, 4.82], [-5.21, 0.20, 5.33], [-3.99, -1.92, 4.94], [-1.72, -1.90, 4.07], [0.76, 1.78, 5.28], [2.25, 1.16, 7.14], [3.13, -1.15, 7.33], [2.49, -2.83, 5.62], [1.01, -2.21, 3.77], [1.43, 1.72, -6.81], [1.27, 1.15, -5.02], [1.56, 2.02, -3.98], [1.41, 1.53, -2.69], [1.02, 0.30, -2.41], [0.76, -0.54, -3.41], [0.87, -0.15, -4.74], [0.35, -1.92, -3.04], [-0.06, -2.84, -4.01], [-0.40, -4.12, -3.60], [-0.96, -5.38, -4.88], [-0.34, -4.46, -2.26], [0.06, -3.47, -1.38], [0.40, -2.24, -1.74], [1.88, 3.04, -4.16], [1.62, 2.18, -1.85], [0.66, -0.82, -5.56], [-0.13, -2.58, -5.05], [-0.60, -5.45, -1.92], [0.10, -3.68, -0.32]], "e_lumo_ev": -1.035, "multiplicity": 1, "orbital_gap_ha": 0.247, "charge": 0}

{"formula": "C41H33Cl3N2OP2PtS3", "method": "wB97M-V/def2-TZVPD", "symbols": ["Pt", "S", "P", "C", "P", "S", "C", "C", "C", "C", "C", "C", "C", "C", "C", "C", "C", "C", "C", "C", "C", "C", "C", "C", "C", "C", "C", "C", "C", "C", "H", "H", "H", "H", "H", "H", "H", "H", "H", "H", "H", "H", "H", "H", "H", "H", "H", "H", "H", "H", "Cl", "C", "C", "C", "C", "C", "C", "N", "C", "C", "N", "C", "O", "C", "C", "C", "Cl", "S", "C", "C", "C", "Cl", "C", "H", "H", "H", "H", "H", "H", "H", "H", "H", "H", "H", "H", "H"], "coordinates": [[-0.45, 0.83, 0.79], [1.35, 0.71, -0.95], [2.18, 1.94, 0.45], [1.10, 1.65, 1.67], [0.53, 2.10, 3.15], [-0.99, 0.82, 3.41], [1.90, 2.16, 4.35], [2.18, 1.03, 5.11], [3.32, 0.98, 5.90], [4.18, 2.07, 5.94], [3.89, 3.21, 5.19], [2.76, 3.25, 4.40], [-0.09, 3.83, 3.15], [-0.61, 4.34, 1.97], [-1.20, 5.60, 1.95], [-1.28, 6.35, 3.12], [-0.76, 5.84, 4.31], [-0.18, 4.58, 4.33], [2.14, 3.69, -0.06], [2.78, 4.66, 0.71], [2.62, 6.01, 0.43], [1.82, 6.40, -0.64], [1.20, 5.45, -1.42], [1.35, 4.10, -1.14], [3.91, 1.71, 0.94], [4.96, 2.36, 0.30], [6.27, 2.15, 0.71], [6.53, 1.28, 1.76], [5.49, 0.62, 2.40], [4.18, 0.83, 1.98], [1.50, 0.18, 5.07], [3.53, 0.10, 6.49], [5.07, 2.04, 6.56], [4.56, 4.06, 5.23], [2.53, 4.15, 3.83], [-0.55, 3.75, 1.07], [-1.61, 5.99, 1.03], [-1.74, 7.33, 3.11], [-0.83, 6.42, 5.22], [0.21, 4.18, 5.26], [3.41, 4.35, 1.54], [3.11, 6.75, 1.05], [1.69, 7.46, -0.85], [0.59, 5.75, -2.27], [0.86, 3.35, -1.74], [4.76, 3.05, -0.51], [7.08, 2.66, 0.22], [7.55, 1.11, 2.09], [5.69, -0.06, 3.22], [3.35, 0.32, 2.47], [-10.92, 5.14, 3.08], [-9.45, 4.35, 2.63], [-9.48, 3.33, 1.69], [-8.29, 2.71, 1.34], [-7.07, 3.08, 1.90], [-5.75, 2.45, 1.51], [-5.91, 1.13, 0.77], [-4.62, 0.60, 0.34], [-4.42, -0.29, -0.69], [-3.07, -0.48, -0.77], [-2.45, 0.29, 0.18], [-3.41, 0.91, 0.84], [-4.93, 3.38, 0.82], [-5.33, 3.71, -0.50], [-4.50, 4.88, -0.94], [-3.19, 4.78, -1.30], [-2.25, 3.35, -1.32], [-2.50, 6.29, -1.73], [-3.99, 7.09, -1.43], [-4.95, 6.23, -1.02], [-7.09, 4.11, 2.85], [-5.62, 4.62, 3.61], [-8.26, 4.74, 3.21], [-10.42, 3.02, 1.25], [-8.33, 1.91, 0.61], [-5.19, 2.26, 2.43], [-6.51, 1.24, -0.13], [-6.41, 0.42, 1.43], [-5.23, -0.70, -1.26], [-2.51, -1.10, -1.45], [-3.23, 1.60, 1.65], [-6.39, 3.98, -0.53], [-5.17, 2.86, -1.18], [-4.06, 8.16, -1.57], [-5.96, 6.53, -0.77], [-8.25, 5.54, 3.95]], "e_lumo_ev": 0.339, "multiplicity": 1, "orbital_gap_ha": 0.247, "de_lowest_kcal_mol": 0.00, "charge": 0}

{"formula": "C41H33LaO11P2S2", "method": "wB97M-V/def2-TZVPD", "symbols": ["La", "C", "C", "C", "C", "C", "C", "C", "S", "O", "C", "C", "C", "C", "C", "C", "C", "C", "C", "C", "C", "C", "C", "C", "C", "C", "C", "C", "C", "C", "S", "O", "C", "C", "C", "C", "C", "C", "C", "H", "H", "H", "H", "H", "H", "H", "H", "H", "H", "H", "H", "H", "H", "H", "H", "H", "H", "H", "H", "H", "H", "H", "H", "H", "H", "O", "P", "O", "O", "O", "P", "O", "O", "O", "H", "H", "O", "C", "O", "C", "C", "C", "C", "C", "C", "H", "H", "H", "H", "H"], "coordinates": [[-0.25, -0.34, -1.09], [2.46, 8.24, -0.85], [2.22, 6.78, -0.56], [2.92, 6.13, 0.46], [2.68, 4.80, 0.75], [1.71, 4.11, 0.03], [1.03, 4.72, -1.01], [1.29, 6.06, -1.29], [1.40, 2.40, 0.38], [0.25, 2.04, -0.56], [0.71, 2.62, 2.03], [1.50, 1.98, 3.02], [1.14, 2.04, 4.33], [-0.04, 2.72, 4.71], [-0.47, 2.75, 6.07], [-1.63, 3.37, 6.43], [-2.42, 4.01, 5.44], [-2.04, 4.01, 4.13], [-0.83, 3.36, 3.73], [-0.43, 3.31, 2.35], [-1.29, 3.97, 1.31], [-1.30, 5.40, 1.19], [-0.48, 6.23, 2.00], [-0.50, 7.59, 1.84], [-1.33, 8.19, 0.86], [-2.11, 7.41, 0.06], [-2.12, 5.99, 0.21], [-2.93, 5.17, -0.63], [-2.91, 3.82, -0.50], [-2.09, 3.23, 0.49], [-1.98, 1.44, 0.55], [-2.26, 1.04, -0.89], [-3.47, 1.09, 1.43], [-3.42, 0.94, 2.81], [-4.58, 0.60, 3.49], [-5.78, 0.38, 2.81], [-7.03, -0.03, 3.54], [-5.79, 0.52, 1.42], [-4.65, 0.87, 0.72], [3.53, 8.49, -0.80], [1.96, 8.87, -0.10], [2.09, 8.53, -1.83], [3.67, 6.67, 1.02], [3.23, 4.29, 1.54], [0.30, 4.15, -1.58], [0.74, 6.55, -2.10], [2.38, 1.43, 2.71], [1.74, 1.56, 5.09], [0.14, 2.25, 6.82], [-1.95, 3.38, 7.46], [-3.35, 4.50, 5.72], [-2.66, 4.48, 3.38], [0.16, 5.78, 2.74], [0.12, 8.22, 2.47], [-1.33, 9.27, 0.73], [-2.75, 7.86, -0.70], [-3.55, 5.64, -1.39], [-3.50, 3.18, -1.15], [-2.48, 1.07, 3.34], [-4.55, 0.48, 4.57], [-6.86, -0.09, 4.62], [-7.37, -1.01, 3.20], [-7.84, 0.68, 3.36], [-6.71, 0.32, 0.87], [-4.65, 0.94, -0.36], [3.98, -0.26, 0.30], [2.62, -0.37, -0.52], [1.44, -0.45, 0.45], [2.49, 0.70, -1.53], [2.77, -1.81, -1.25], [1.42, -2.40, -1.99], [2.01, -3.59, -2.85], [0.88, -1.29, -2.85], [0.48, -2.84, -0.93], [4.04, -0.95, 0.98], [2.62, -3.27, -3.53], [-2.14, -1.67, -1.44], [-2.32, -1.76, -0.20], [-1.54, -1.18, 0.63], [-3.49, -2.52, 0.33], [-4.33, -3.19, -0.56], [-5.44, -3.87, -0.08], [-5.71, -3.88, 1.29], [-4.87, -3.21, 2.17], [-3.76, -2.53, 1.69], [-4.09, -3.17, -1.61], [-6.09, -4.40, -0.77], [-6.58, -4.41, 1.66], [-5.08, -3.22, 3.24], [-3.09, -2.01, 2.36]], "e_lumo_ev": -0.348, "multiplicity": 1, "orbital_gap_ha": 0.309, "de_lowest_kcal_mol": 18.91, "charge": 0}